Below is 8 unconnected molecules or ions with the total composition C35H88N4O11 at a distorted geometry, with properties calculated with wB97M-V/def2-TZVPD.

Properties
- E_LUMO: 0.49 eV
- DFT total energy: -2432.70467 hartree
- Spin multiplicity: 1
- SMILES string: CC1(C)CCCC(C)(C)N1O.COCCNCCOC.COCCNCCOC.COCCNCCOC.CCO.CCO.CCO.CCO

Each atom is followed by the atoms it is bonded to, with distances in Å.
Element x y z (Å)
1 C 2.7359 -3.2384 -0.4387  C2 1.507, H12 1.080, H13 1.073, H14 1.049
2 C 4.1034 -3.1571 -1.0662  C1 1.507, C3 1.519, C4 1.499, N10 1.501
3 C 4.6376 -1.7375 -0.9750  C2 1.519, H15 1.113, H16 1.091, H17 1.049
4 C 5.0267 -4.1676 -0.4555  C2 1.499, C5 1.535, H18 1.116, H19 1.150
5 C 4.6243 -5.6335 -0.6684  C4 1.535, C6 1.560, H20 1.096, H21 1.103
6 C 4.6563 -5.9145 -2.2025  C5 1.560, C7 1.522, H22 1.057, H23 1.137
7 C 3.7198 -4.9396 -2.9012  C6 1.522, C8 1.483, C9 1.512, N10 1.505
8 C 3.8879 -5.0400 -4.3715  C7 1.483, H24 1.109, H25 1.074, H26 1.082
9 C 2.2645 -5.2634 -2.6481  C7 1.512, H27 1.073, H28 1.095, H29 1.102
10 N 4.1283 -3.5429 -2.5166  C2 1.501, C7 1.505, O11 1.422
11 O 3.3263 -2.6270 -3.2516  N10 1.422, H30 0.947
12 H 2.6817 -2.6111 0.4388  C1 1.080
13 H 2.0135 -2.8605 -1.1364  C1 1.073
14 H 2.4391 -4.1917 -0.1185  C1 1.049
15 H 4.6657 -1.3648 0.0738  C3 1.113
16 H 5.6586 -1.6728 -1.3528  C3 1.091
17 H 4.0064 -1.1136 -1.5340  C3 1.049
18 H 6.0483 -4.0549 -0.8892  C4 1.116
19 H 5.1443 -4.0650 0.6838  C4 1.150
20 H 5.4039 -6.2442 -0.1983  C5 1.096
21 H 3.6386 -5.8770 -0.2370  C5 1.103
22 H 4.3754 -6.9085 -2.4280  C6 1.057
23 H 5.7344 -5.7972 -2.5428  C6 1.137
24 H 3.9359 -6.0858 -4.7389  C8 1.109
25 H 4.7641 -4.5629 -4.7682  C8 1.074
26 H 3.0561 -4.4771 -4.7733  C8 1.082
27 H 1.9524 -5.4612 -1.6407  C9 1.073
28 H 2.0393 -6.1360 -3.2705  C9 1.095
29 H 1.5942 -4.4621 -3.0000  C9 1.102
30 H 4.0044 -2.2746 -3.8117  O11 0.947
31 C 2.1212 0.1687 3.9833  O32 1.431, H40 1.062, H41 1.138, H42 1.086
32 O 1.1027 1.0751 3.5499  C31 1.431, C33 1.389
33 C 0.5813 1.7781 4.6278  O32 1.389, C34 1.468, H43 1.119, H44 1.141
34 C -0.1551 2.8998 4.0322  C33 1.468, N35 1.501, H45 1.053, H46 1.133
35 N 0.8134 3.8106 3.3358  C34 1.501, C36 1.441, H47 1.009
36 C 0.1942 5.0429 2.9173  N35 1.441, C37 1.464, H48 1.102, H49 1.076
37 C -0.7749 5.0908 1.8206  C36 1.464, O38 1.482, H50 1.056, H51 1.123
38 O 0.0499 4.6747 0.6623  C37 1.482, C39 1.421
39 C -0.6468 5.1145 -0.4950  O38 1.421, H52 1.094, H53 1.106, H54 1.121
40 H 2.8554 0.6326 4.5939  C31 1.062
41 H 2.6245 -0.2945 3.0740  C31 1.138
42 H 1.7107 -0.6551 4.5603  C31 1.086
43 H 1.4180 1.9377 5.3537  C33 1.119
44 H -0.1259 1.1345 5.2498  C33 1.141
45 H -0.6589 3.5406 4.6987  C34 1.053
46 H -0.8628 2.4403 3.2761  C34 1.133
47 H 1.2557 3.3257 2.5691  N35 1.009
48 H 1.0387 5.6934 2.6380  C36 1.102
49 H -0.2827 5.4737 3.7809  C36 1.076
50 H -1.1283 6.0765 1.6879  C37 1.056
51 H -1.6671 4.4148 1.9088  C37 1.123
52 H -1.5889 4.5855 -0.6679  C39 1.094
53 H -0.0140 4.8755 -1.3706  C39 1.106
54 H -0.8485 6.2170 -0.4717  C39 1.121
55 C -5.7409 0.5725 5.2092  O56 1.363, H64 1.057, H65 1.095, H66 1.085
56 O -4.8940 0.8029 4.1668  C55 1.363, C57 1.440
57 C -3.4926 0.7736 4.4984  O56 1.440, C58 1.494, H67 1.081, H68 1.160
58 C -2.6908 0.5729 3.2542  C57 1.494, N59 1.468, H69 1.103, H70 1.079
59 N -2.8195 -0.7955 2.7397  C58 1.468, C60 1.402, H71 1.047
60 C -2.0413 -0.9564 1.5841  N59 1.402, C61 1.471, H72 1.129, H73 1.126
61 C -2.2496 -2.2110 0.8448  C60 1.471, O62 1.402, H74 1.111, H75 1.111
62 O -3.5807 -2.1720 0.4050  C61 1.402, C63 1.383
63 C -3.9629 -3.3067 -0.2863  O62 1.383, H76 1.106, H77 1.120, H78 1.092
64 H -6.6699 0.2995 4.7858  C55 1.057
65 H -5.8226 1.4487 5.8610  C55 1.095
66 H -5.3483 -0.2896 5.7391  C55 1.085
67 H -3.3788 -0.0638 5.1726  C57 1.081
68 H -3.0834 1.7307 5.0093  C57 1.160
69 H -1.6213 0.7914 3.4113  C58 1.103
70 H -3.1135 1.2021 2.4862  C58 1.079
71 H -3.8245 -0.9464 2.4869  N59 1.047
72 H -0.9457 -0.9856 1.8571  C60 1.129
73 H -2.1196 -0.0802 0.8815  C60 1.126
74 H -2.0538 -3.1100 1.4670  C61 1.111
75 H -1.6047 -2.2092 -0.0603  C61 1.111
76 H -3.5229 -3.3484 -1.3002  C63 1.106
77 H -5.0810 -3.3753 -0.2794  C63 1.120
78 H -3.5896 -4.2406 0.1398  C63 1.092
79 C 1.5012 -0.4538 -4.9094  O80 1.470, H88 1.076, H89 1.095, H90 1.072
80 O 1.1333 0.7210 -4.1061  C79 1.470, C81 1.409
81 C 1.1831 1.9286 -4.8298  O80 1.409, C82 1.524, H91 1.099, H92 1.118
82 C 0.6551 3.0198 -3.9067  C81 1.524, N83 1.420, H93 1.093, H94 1.126
83 N -0.6641 2.8123 -3.4239  C82 1.420, C84 1.434, H95 1.006
84 C -1.6756 2.7842 -4.4403  N83 1.434, C85 1.558, H96 1.108, H97 1.066
85 C -3.0808 2.5895 -3.7961  C84 1.558, O86 1.418, H98 1.099, H99 1.092
86 O -3.0959 1.2873 -3.2342  C85 1.418, C87 1.423
87 C -3.1709 0.2340 -4.1886  O86 1.423, H100 1.153, H101 1.071, H102 1.112
88 H 1.0290 -0.3821 -5.8737  C79 1.076
89 H 1.1419 -1.3858 -4.4613  C79 1.095
90 H 2.5562 -0.4185 -5.0967  C79 1.072
91 H 2.1675 2.2230 -5.2202  C81 1.099
92 H 0.5017 1.7979 -5.7068  C81 1.118
93 H 1.3354 3.1025 -3.0552  C82 1.093
94 H 0.5729 4.0357 -4.3861  C82 1.126
95 H -0.7415 1.9377 -2.9320  N83 1.006
96 H -1.7692 3.7901 -4.8949  C84 1.108
97 H -1.4056 2.1205 -5.2290  C84 1.066
98 H -3.3656 3.3790 -3.0872  C85 1.099
99 H -3.8524 2.6580 -4.5659  C85 1.092
100 H -4.0103 0.4914 -4.9354  C87 1.153
101 H -3.3924 -0.6451 -3.6188  C87 1.071
102 H -2.1996 0.1254 -4.7189  C87 1.112
103 C -5.5990 2.2616 0.9622  C104 1.498, H106 1.064, H107 1.091, H108 1.087
104 C -4.8836 2.0645 -0.3392  C103 1.498, O105 1.439, H109 1.074, H110 1.120
105 O -3.5171 1.7287 -0.0375  C104 1.439, H111 0.953
106 H -5.2436 3.0898 1.5280  C103 1.064
107 H -5.5298 1.4060 1.6356  C103 1.091
108 H -6.6782 2.3246 0.8496  C103 1.087
109 H -4.8767 3.0151 -0.8395  C104 1.074
110 H -5.4026 1.3214 -0.9968  C104 1.120
111 H -3.1859 1.3147 -0.8297  O105 0.953
112 C 0.2683 -0.0057 -0.8260  C113 1.554, H115 1.119, H116 1.069, H117 1.064
113 C 0.2992 1.1403 0.2236  C112 1.554, O114 1.439, H118 1.066, H119 1.084
114 O 1.6450 1.1973 0.7287  C113 1.439, H120 0.986
115 H 1.2652 0.1043 -1.3213  C112 1.119
116 H -0.5880 0.0994 -1.4579  C112 1.069
117 H 0.3323 -0.9687 -0.3790  C112 1.064
118 H -0.4180 1.1485 1.0121  C113 1.066
119 H 0.0907 2.0621 -0.3063  C113 1.084
120 H 1.4775 0.9071 1.6564  O114 0.986
121 C -2.2148 -3.8397 5.1105  C122 1.557, H124 1.136, H125 1.096, H126 1.091
122 C -0.7569 -3.7253 4.5762  C121 1.557, O123 1.423, H127 1.083, H128 1.101
123 O -0.3116 -2.3964 4.3273  C122 1.423, H129 0.972
124 H -2.1604 -3.6673 6.2317  C121 1.136
125 H -2.5623 -4.8551 4.8896  C121 1.096
126 H -2.9360 -3.1746 4.6328  C121 1.091
127 H -0.6338 -4.3699 3.7143  C122 1.083
128 H -0.0510 -4.0898 5.3390  C122 1.101
129 H -1.0644 -1.9298 3.9274  O123 0.972
130 C 4.3755 3.7823 -1.5601  C131 1.568, H133 1.094, H134 1.094, H135 1.043
131 C 3.0038 4.0405 -0.8452  C130 1.568, O132 1.464, H136 1.132, H137 1.126
132 O 3.2189 4.6888 0.4502  C131 1.464, H138 0.970
133 H 4.7764 2.8977 -1.0563  C130 1.094
134 H 5.0391 4.6040 -1.2736  C130 1.094
135 H 4.2910 3.6684 -2.5933  C130 1.043
136 H 2.3032 3.1642 -0.6933  C131 1.132
137 H 2.4765 4.8713 -1.3932  C131 1.126
138 H 2.3705 4.6937 0.9208  O132 0.970

Results of the Löwdin charge analysis, in e, for atoms 1 through 8: atom 1 (C): -0.03, atom 2 (C): -0.53, atom 3 (C): -0.02, atom 4 (C): -0.16, atom 5 (C): -0.17, atom 6 (C): -0.13, atom 7 (C): -0.54, atom 8 (C): -0.06